Here is C40H70IN2O2OsSeSi4Te as an isolated structure in a non-equilibrium geometry from the Open Molecules 2025 dataset. Energies are from ωB97M-V/def2-TZVPD.

Structure (XYZ):
```
122
Properties=species:S:1:pos:R:3:forces:R:3:lowdin_charge:R:1
Os 0.4704 0.9409 -0.3219 -0.9 -4.7 -0.6 1.01
C -0.2349 -6.5321 -0.3122 -0.1 0.1 0.1 -0.05
C -1.4384 -5.8719 0.3680 -0.1 -0.2 -0.1 -0.55
C -1.6673 -6.5523 1.7236 0.1 0.2 -0.2 -0.05
C -2.6981 -6.0702 -0.4867 0.1 0.0 0.0 -0.03
C -1.2051 -4.3775 0.4927 0.1 0.1 0.0 -0.15
C -0.4800 -3.6718 -0.4578 0.0 0.0 -0.1 -0.06
C -0.2742 -2.3161 -0.3086 -0.3 0.4 0.1 -0.37
Se 0.8192 -1.4303 -1.6386 -0.3 2.1 1.9 1.21
C 2.5525 -1.7104 -0.8569 0.2 0.6 0.1 -0.38
C 3.2043 -2.8856 -1.1573 0.0 -0.1 -0.1 -0.07
C 4.4926 -3.1035 -0.6977 -0.2 0.0 -0.1 -0.16
C 5.1188 -2.0421 -0.0454 -0.2 -0.2 -0.1 0.04
C 4.5102 -0.8344 0.2360 -0.4 0.3 0.1 -0.07
C 3.1331 -0.6686 -0.1038 0.4 -1.7 -0.9 -0.37
O 2.4456 0.3861 0.2141 -1.6 2.1 0.6 -0.29
C 5.3178 0.3379 0.7831 0.0 0.2 0.1 -0.52
C 6.7244 -0.0687 1.2388 -0.2 0.0 -0.1 -0.06
C 4.6256 0.9875 1.9891 -0.1 0.0 -0.1 -0.04
C 5.4682 1.3408 -0.3754 -0.1 -0.2 0.1 -0.03
C 5.2227 -4.3971 -1.0006 0.2 -0.1 -0.1 -0.56
C 6.1733 -4.7880 0.1388 -0.2 0.1 -0.1 -0.05
C 6.0440 -4.1874 -2.2834 -0.1 -0.1 0.1 -0.03
C 4.2197 -5.5400 -1.2054 0.2 0.2 0.0 -0.05
C -0.8179 -1.5644 0.7523 0.0 -1.6 -0.8 -0.37
O -0.5873 -0.2826 0.8605 1.5 1.6 0.2 -0.39
C -1.6477 -2.2705 1.6668 0.1 0.5 0.0 -0.07
C -1.7814 -3.6361 1.5188 0.1 -0.1 -0.2 0.05
C -2.4222 -1.5170 2.7367 -0.1 0.1 0.1 -0.52
C -3.2536 -2.4423 3.6307 0.1 0.1 -0.2 -0.05
C -3.4003 -0.5756 2.0131 0.1 -0.1 0.0 -0.03
C -1.4564 -0.7318 3.6322 0.0 0.0 -0.1 -0.03
H -0.3023 -7.6131 -0.2349 0.0 -0.1 0.0 0.09
H 0.6866 -6.2105 0.1664 0.2 0.0 0.0 0.09
H -0.1896 -6.2812 -1.3668 0.1 0.0 -0.2 0.08
H -1.7082 -7.6302 1.5841 0.0 -0.1 0.0 0.09
H -2.6129 -6.2557 2.1700 -0.1 0.1 0.1 0.08
H -0.8619 -6.3256 2.4170 0.1 0.0 0.1 0.09
H -2.8641 -7.1271 -0.6783 0.0 -0.2 0.0 0.09
H -2.6063 -5.5563 -1.4402 0.0 0.0 -0.1 0.09
H -3.5688 -5.6761 0.0326 -0.1 0.1 0.0 0.09
H -0.0660 -4.1545 -1.3297 0.1 -0.2 0.0 0.10
H 2.6840 -3.6106 -1.7609 0.0 -0.2 -0.1 0.10
H 6.1490 -2.1725 0.2357 0.1 0.0 0.1 0.10
H 6.6754 -0.8490 1.9969 0.1 0.0 0.1 0.09
H 7.2165 0.8011 1.6721 0.1 0.0 0.0 0.09
H 7.3295 -0.4169 0.4028 0.1 0.0 0.0 0.08
H 4.7027 0.3294 2.8527 0.0 0.0 0.1 0.09
H 3.5736 1.1593 1.7842 0.0 0.0 0.2 0.05
H 5.1007 1.9368 2.2335 0.1 0.0 0.1 0.09
H 6.0985 0.9097 -1.1516 0.1 0.0 -0.1 0.09
H 5.9259 2.2629 -0.0224 0.1 0.1 0.0 0.09
H 4.5062 1.5738 -0.8238 -0.1 0.1 0.0 0.06
H 7.0157 -4.1042 0.2156 0.1 0.1 0.1 0.08
H 6.5779 -5.7803 -0.0514 0.0 -0.1 0.0 0.09
H 5.6427 -4.8034 1.0885 0.0 0.0 0.1 0.09
H 6.7878 -3.4052 -2.1369 0.1 0.0 0.0 0.09
H 5.4026 -3.8974 -3.1145 0.0 0.0 -0.1 0.09
H 6.5584 -5.1090 -2.5473 0.1 -0.1 -0.1 0.09
H 3.5104 -5.5650 -0.3797 -0.1 -0.1 0.1 0.09
H 4.7410 -6.4933 -1.2451 0.0 -0.1 0.0 0.09
H 3.6726 -5.4223 -2.1372 -0.1 -0.1 -0.1 0.08
H -2.3892 -4.1646 2.2274 -0.1 -0.1 0.2 0.10
H -3.9873 -2.9931 3.0469 -0.1 -0.1 0.0 0.09
H -3.7910 -1.8452 4.3648 0.0 0.1 0.0 0.09
H -2.6313 -3.1526 4.1694 0.1 -0.1 0.1 0.09
H -4.0295 -1.1441 1.3300 -0.1 0.0 -0.1 0.10
H -2.8683 0.1762 1.4363 0.1 0.1 -0.1 0.05
H -4.0427 -0.0735 2.7294 -0.1 0.1 0.2 0.08
H -0.8315 -1.4137 4.2041 0.1 -0.1 0.1 0.09
H -2.0103 -0.1087 4.3284 -0.1 0.1 0.2 0.09
H -0.8082 -0.0930 3.0415 0.0 0.1 0.1 0.06
C -4.5213 3.2957 -3.8224 -0.3 -0.2 0.6 -0.22
Si -5.0239 2.9450 -2.0183 0.0 0.4 -0.3 0.38
C -6.2823 4.2385 -1.3977 0.5 -0.5 -0.2 -0.20
C -5.7159 1.1793 -1.8321 0.4 0.6 0.0 -0.21
Si -2.9645 3.3210 -0.8236 -0.3 0.6 0.3 0.14
Te -1.7234 1.2373 -1.5961 0.5 0.5 0.1 0.66
Si -1.5831 5.1878 -1.5088 0.0 0.1 -0.3 0.41
C -0.7500 4.8470 -3.1930 -0.3 0.0 0.6 -0.21
C -2.6826 6.7316 -1.7102 0.4 -0.5 0.2 -0.20
C -0.2258 5.4293 -0.1691 -0.6 -0.2 -0.4 -0.20
Si -3.4447 3.6423 1.5386 0.2 -0.2 0.0 0.43
C -1.9387 3.0679 2.5626 -0.5 0.1 -0.3 -0.21
C -3.7233 5.5066 1.8129 0.1 -0.6 -0.2 -0.21
C -5.0386 2.6760 1.9718 0.5 0.3 -0.1 -0.21
H -5.3298 3.1214 -4.5238 -0.2 -0.1 -0.1 0.03
H -3.6939 2.6575 -4.1142 0.2 -0.2 -0.1 0.01
H -4.2061 4.3266 -3.9412 0.1 0.2 0.0 0.01
H -7.1707 4.2496 -2.0229 -0.1 -0.1 -0.2 0.03
H -5.8562 5.2366 -1.4179 0.1 0.2 0.0 0.02
H -6.6031 4.0327 -0.3820 0.0 -0.1 0.2 0.01
H -6.5099 0.9767 -2.5438 -0.1 0.1 -0.2 0.03
H -6.1209 1.0065 -0.8409 0.0 0.0 0.2 0.02
H -4.9309 0.4498 -2.0045 0.1 -0.2 0.0 0.00
H -1.4629 4.9509 -4.0036 -0.2 0.0 -0.1 0.03
H -0.3630 3.8352 -3.2373 0.0 -0.2 0.0 -0.03
H 0.0723 5.5288 -3.3935 0.1 0.2 0.1 0.02
H -3.3784 6.5893 -2.5311 -0.1 -0.1 -0.2 0.02
H -2.0881 7.6117 -1.9376 0.2 0.1 0.0 0.03
H -3.2642 6.9462 -0.8209 -0.1 0.0 0.2 0.01
H 0.1494 4.4667 0.1713 0.0 -0.2 0.0 -0.01
H -0.6113 5.9471 0.7028 -0.1 0.1 0.2 0.02
H 0.6203 6.0026 -0.5382 0.1 0.1 -0.2 0.03
H -1.0918 3.7335 2.4269 0.1 0.2 -0.1 0.01
H -1.6193 2.0637 2.2946 0.0 -0.2 -0.1 -0.01
H -2.1679 3.0615 3.6241 -0.1 0.0 0.2 0.03
H -2.8261 6.0836 1.6192 0.2 0.1 -0.1 0.01
H -4.0234 5.7163 2.8338 -0.1 -0.1 0.3 0.03
H -4.5106 5.8824 1.1693 -0.2 0.1 -0.2 0.02
H -4.9309 2.1408 2.9106 0.1 -0.1 0.2 0.02
H -5.2861 1.9471 1.2049 0.0 -0.1 -0.1 0.00
H -5.8883 3.3453 2.0810 -0.1 0.2 0.0 0.03
I 3.5640 4.8808 -4.0446 -0.2 -0.3 0.5 0.91
C 2.8267 3.8466 -2.3878 0.1 0.2 -0.5 -0.72
C 3.1852 3.9958 -1.0647 -0.5 -0.2 -0.2 -0.12
N 2.4123 3.1483 -0.3627 0.3 0.3 0.3 0.01
N 1.5904 2.4473 -1.1623 0.3 0.2 -0.4 -0.21
C 1.8331 2.8601 -2.4014 0.4 0.2 0.0 -0.19
H 3.9092 4.6360 -0.6038 0.1 0.1 0.2 0.13
H 2.4896 2.9174 0.6220 0.0 -0.1 -0.3 0.16
H 1.3334 2.4262 -3.2478 -0.1 0.0 0.0 0.11
```
Positions in Å, forces in eV/Å.

Calculated values
E_tot, Eh: -6041.8101
Total charge: +1
HOMO-LUMO gap (alpha / beta), eV: 5.00 / 5.03

Here is C2H5NO3S as an isolated structure in a non-equilibrium geometry from the Open Molecules 2025 dataset. Energies are from ωB97M-V/def2-TZVPD.

Structure (XYZ):
```
12
Properties=species:S:1:pos:R:3:forces:R:3:lowdin_charge:R:1
C -1.0207 -0.2226 0.2525 5.0 -3.0 -0.9 -0.47
C 0.8220 -0.6310 -0.1368 -3.6 1.9 -0.5 -0.73
N -1.2293 0.9791 -0.2017 -1.1 1.5 -0.7 0.14
O -1.5842 -1.1046 0.8379 -0.7 0.6 0.3 0.07
O 0.8632 -0.2686 -1.5680 0.0 -0.9 1.6 -0.10
O 1.0573 -1.9204 0.2546 -0.3 0.9 -0.4 -0.01
S 1.6551 0.7559 0.7451 -0.2 0.7 -2.2 0.83
H -0.5514 1.2998 -0.9325 -1.2 -0.2 1.1 0.12
H -2.1341 1.4315 0.0022 0.9 -0.2 -0.6 0.14
H 1.7615 -0.2422 -1.9305 0.0 -0.1 0.5 0.09
H 0.1919 -2.2552 0.5956 0.4 0.3 -0.2 0.11
H 2.1211 0.1306 1.7354 0.9 -1.5 2.0 -0.19
```
Positions in Å, forces in eV/Å.

Calculated values
E_tot, Eh: -757.8346
HOMO-LUMO gap, eV: 9.25

Here is a 4-piece molecular cluster, C2H10O4 overall in a non-equilibrium geometry from the Open Molecules 2025 dataset. Energies are from ωB97M-V/def2-TZVPD.

Structure (XYZ):
```
16
Properties=species:S:1:pos:R:3:forces:R:3:lowdin_charge:R:1
O 0.9687 0.3212 -1.1341 0.9 0.0 2.4 0.00
C 1.3181 0.5595 0.4084 -2.0 1.2 -2.6 -0.16
C 2.5926 -0.0027 0.5706 1.3 0.4 2.6 0.25
H 1.2032 1.6516 0.4869 0.2 -0.6 0.3 0.14
H 0.5283 -0.0066 0.9051 -0.2 0.0 0.2 0.12
H 3.5081 0.5615 0.8341 -0.5 0.2 -1.0 0.12
H 2.7119 -0.9955 0.9640 -0.3 -0.9 -0.9 0.10
H -2.4267 1.4917 1.6970 2.1 -1.2 -1.4 0.07
H -1.9345 0.1701 0.8354 0.4 1.4 0.7 0.00
O -1.6163 1.0991 1.2069 -2.3 -0.4 0.7 -0.19
H -0.8940 -0.0011 -2.1824 0.2 0.2 0.2 -0.03
H 1.8151 0.0072 -1.4617 0.1 -0.2 -1.0 0.06
O -1.6282 -0.6027 -2.2628 -0.5 -0.5 0.3 -0.13
H -1.8973 -0.8553 -1.2972 0.2 0.2 -0.9 -0.03
H -1.9936 -2.1442 0.3059 0.3 -0.8 0.2 -0.03
O -2.2554 -1.2536 0.1238 -0.1 1.1 0.1 -0.25
```
Positions in Å, forces in eV/Å.

Calculated values
E_tot, Eh: -382.8720
HOMO-LUMO gap, eV: 3.11

Here is a 2-piece molecular cluster, C2H9OS overall in a non-equilibrium geometry from the Open Molecules 2025 dataset. Energies are from ωB97M-V/def2-TZVPD.

Structure (XYZ):
```
13
Properties=species:S:1:pos:R:3:forces:R:3:lowdin_charge:R:1
O 2.0865 -1.3358 1.4182 0.6 -0.5 -0.3 -0.07
H 2.6582 -2.0457 1.0634 -0.5 0.4 0.2 0.07
H 2.5872 -1.0223 2.1817 -0.2 0.0 0.0 0.06
H -0.4909 -1.2731 -0.0601 0.4 0.5 0.0 0.03
C -2.1995 0.3713 -0.5074 -0.3 -0.6 -0.1 -0.23
S -0.5070 -0.2767 -0.9868 -2.0 -1.1 -0.2 1.07
C 0.7286 0.8829 -0.5242 0.1 0.6 0.1 -0.29
H -2.8173 -0.5171 -0.2870 0.5 0.1 -0.4 0.07
H -2.2459 0.9566 0.4023 0.7 0.2 0.1 0.06
H -2.6695 0.9217 -1.3309 0.5 -0.2 0.0 0.07
H 1.5136 0.4529 0.0774 0.0 -0.5 0.4 0.04
H 0.1790 1.6479 -0.0015 0.3 0.6 0.2 0.06
H 1.1772 1.2374 -1.4451 -0.2 0.2 -0.1 0.07
```
Positions in Å, forces in eV/Å.

Calculated values
E_tot, Eh: -554.7339
Total charge: +1
HOMO-LUMO gap, eV: 11.87

Here is the molecule C2H6N4O in a non-equilibrium geometry from the Open Molecules 2025 dataset. Energies are from ωB97M-V/def2-TZVPD.

Structure (XYZ):
```
13
Properties=species:S:1:pos:R:3:forces:R:3:lowdin_charge:R:1
H -1.4962 -2.1759 0.7485 0.5 0.4 -0.4 0.09
N -1.0439 -1.4687 0.1528 -0.8 -0.4 0.7 0.08
C -0.2055 -0.7654 0.7917 0.3 -0.6 -1.2 -0.21
N 0.5463 0.2512 0.1861 -2.3 -1.0 0.9 -0.15
N 1.2192 0.9646 1.1742 0.7 -1.1 0.0 0.05
C -0.1151 1.0005 -0.8496 1.0 -1.5 -0.7 -0.16
N -0.4414 0.5589 -1.9976 -1.5 -0.3 0.4 0.01
O -0.5569 -0.8085 -2.2592 1.1 0.9 -0.5 -0.10
H 0.0865 -1.0002 1.7877 0.3 0.3 0.9 0.11
H 2.1962 0.8716 0.9710 0.3 0.9 0.1 0.09
H 0.8471 1.8673 1.3310 0.0 1.0 0.0 0.07
H -0.2679 2.0357 -0.6068 0.3 0.5 -0.4 0.11
H -0.7684 -1.3310 -1.4299 0.1 0.8 0.1 0.01
```
Positions in Å, forces in eV/Å.

Calculated values
E_tot, Eh: -373.9504
HOMO-LUMO gap, eV: 9.60
SMILES string: [H]/N=C/N(N)/C=N\O

Here is the molecule C4H4Cl2FN in a non-equilibrium geometry from the Open Molecules 2025 dataset. Energies are from ωB97M-V/def2-TZVPD.

Structure (XYZ):
```
12
Properties=species:S:1:pos:R:3:forces:R:3:lowdin_charge:R:1
F -0.8460 -2.0202 0.1544 -0.3 -1.5 -0.1 0.11
C -0.8161 -0.7211 0.1855 0.1 2.0 0.0 -0.43
C -1.9186 0.0100 0.0339 -0.4 -1.2 -0.2 -1.09
Cl -3.4336 -0.7819 -0.2672 0.1 0.1 0.1 0.64
Cl -1.9704 1.6998 0.0914 0.1 0.5 0.1 0.69
C 0.5150 -0.1559 0.4503 0.4 0.4 0.8 -0.28
C 1.2202 0.7454 -0.4957 -0.7 -0.1 0.5 -0.15
N 1.5837 -0.6574 -0.4147 0.8 0.1 0.6 0.05
H 0.7331 0.0291 1.5276 -0.1 -0.3 -0.8 0.16
H 0.7261 1.0770 -1.3706 -0.5 -0.1 -0.9 0.09
H 1.7705 1.5352 -0.0420 0.8 0.2 0.4 0.10
H 2.4360 -0.7601 0.1470 -0.3 -0.1 -0.4 0.11
```
Positions in Å, forces in eV/Å.

Calculated values
E_tot, Eh: -1229.7538
HOMO-LUMO gap, eV: 9.98
SMILES string: FC(=C(Cl)Cl)[C@@H]1CN1

> The highest E_tot belongs to which entry?

C2H6N4O

> Among the records above, which one has the lowest E_tot?

C40H70IN2O2OsSeSi4Te